(1)
Entry from the Open Molecules 2025 dataset: a 21-piece molecular cluster, C18H59N2O22P overall (ωB97M-V/def2-TZVPD).

Structure (ORCA input):
```
! wB97M-V def2-TZVPD RIJCOSX def2/J DEFGRID3
* xyz 0 1
P -0.45 0.55 -1.12
O -1.70 -5.43 -4.73
O -5.59 2.62 0.76
O 0.30 -1.02 -5.45
O 1.04 2.43 4.90
O -1.23 -5.79 2.01
O 3.43 3.78 2.35
O -1.82 2.07 3.34
O -3.15 -6.96 -0.72
O -1.44 1.49 -1.70
O -3.98 2.48 -1.50
O -4.80 -0.33 4.36
O -1.99 1.70 -4.26
O 2.07 3.84 -6.27
O 3.56 4.87 -2.24
O -3.95 -5.94 1.67
O 3.68 1.67 5.42
O 1.25 -1.81 5.02
O 4.48 -2.96 0.74
O 2.08 4.26 -0.14
O 1.36 5.24 -3.73
O 4.62 -3.60 3.53
O -5.11 2.28 5.43
N -0.59 1.66 2.69
N 0.01 0.93 0.49
C -0.92 1.22 1.48
C 2.47 2.02 -3.56
C 2.04 -0.37 1.32
C 3.15 0.82 -3.95
C -2.15 -2.73 -2.68
C 1.49 1.02 0.85
C -2.36 1.21 1.32
C -1.44 -1.56 -2.50
C 1.74 -0.45 -2.60
C 2.81 -0.10 2.60
C 1.36 1.96 -2.75
C 1.04 0.72 -2.20
C -1.19 -1.14 -1.20
C 2.75 -0.42 -3.55
C -2.12 -3.14 -0.26
C -2.50 -3.54 -1.53
C -1.37 -1.98 -0.13
C -2.90 1.73 2.51
H 1.62 1.74 1.62
H -3.66 -6.18 0.73
H 2.99 3.45 -6.44
H 0.63 -0.36 -4.76
H 0.91 2.87 -2.31
H -2.51 -3.70 0.58
H -5.01 1.44 4.88
H -1.13 -6.25 -4.58
H -5.32 -0.99 4.93
H 2.02 4.73 -6.75
H 3.26 -1.07 2.81
H 3.54 0.69 2.36
H -3.94 1.76 2.79
H 1.05 3.44 4.86
H 4.54 4.63 -2.21
H 4.13 3.05 2.29
H 1.55 5.08 0.13
H 2.13 0.23 3.34
H -4.47 -5.07 1.62
H 2.67 4.00 0.63
H -4.59 2.16 6.29
H 1.41 -1.38 -2.23
H 0.96 -1.02 5.58
H 2.10 5.13 -3.04
H -1.92 2.67 -4.52
H 2.83 3.58 3.13
H 3.98 0.90 -4.68
H -1.04 -1.65 0.85
H 2.12 -2.16 5.39
H -3.86 -6.65 -1.37
H 2.13 1.32 -0.03
H -2.23 -5.90 2.08
H -2.28 -7.07 -1.23
H -4.34 2.53 -2.44
H -0.96 -4.98 2.55
H 2.94 2.96 -4.06
H 3.75 1.92 6.40
H -2.98 2.31 -1.55
H -1.41 -5.00 -5.61
H -5.22 -0.31 3.44
H 2.69 -0.70 0.46
H 1.33 -1.19 1.51
H -1.83 1.62 -3.26
H -3.07 -4.50 -1.66
H 3.28 -1.28 -3.95
H -2.91 0.72 0.54
H 0.32 2.09 4.28
H 4.20 -3.04 4.26
H 1.69 4.89 -4.61
H -1.31 -1.00 -3.42
H -5.03 2.31 -0.03
H 0.79 -0.84 -6.32
H 4.49 -4.58 3.78
H 2.75 1.90 5.10
H -2.46 -3.14 -3.59
H 3.17 4.72 -1.32
H 3.68 -3.46 0.36
H 4.41 -2.97 1.75
H -6.54 2.33 0.60
*
```

- Gap between HOMO and LUMO: 0.3351 hartree

Atomic partial charges in e from the Mulliken method, atoms 1 to 2: number 1, P, carries 0.4331; number 2, O, carries -0.6264

(2)
Entry from the Open Molecules 2025 dataset: C18H60N23O16S2 as an isolated structure (ωB97M-V/def2-TZVPD).

Structure (ORCA input):
```
! wB97M-V def2-TZVPD RIJCOSX def2/J DEFGRID3
* xyz -1 1
S -0.86 1.16 -2.75
S 0.61 -1.21 -3.10
O -2.04 0.32 -2.65
O -1.02 6.38 -2.25
O 3.83 2.99 -4.79
O -0.10 -1.75 -4.25
O -1.15 0.61 3.21
O 4.96 1.47 2.35
O -5.46 -5.12 2.82
O -0.97 2.24 -3.71
O -3.79 -2.86 -5.68
O 3.16 -4.75 5.15
O 4.49 1.81 -1.08
O 2.02 -1.53 -3.05
O -3.86 -4.83 -1.74
O -2.07 -2.07 0.54
O 4.44 4.28 3.44
O 2.93 -1.18 1.44
N 5.22 3.69 -2.05
N -4.90 -0.99 -5.01
N 5.94 1.94 4.35
N 2.97 -5.32 2.96
N -3.49 -3.76 0.97
N -0.01 0.30 5.15
N 2.26 4.63 3.95
N 5.47 3.33 0.26
N 3.10 -3.11 3.58
N 5.07 -0.17 3.89
N -6.71 -7.00 2.91
N 0.52 0.40 -3.00
N -1.46 -1.31 4.37
N -7.11 -5.25 4.37
N -3.88 -1.65 1.83
N -3.21 -2.74 -2.33
N -2.62 -0.95 -5.25
N 2.91 4.32 1.76
N -3.00 7.14 -1.46
N 2.00 2.45 -3.55
N -2.65 6.91 -3.73
N -3.94 -4.20 -3.94
N 1.95 2.28 -5.85
C 3.59 -0.43 0.43
C -2.14 6.79 -2.47
C 3.08 -4.41 3.98
C 1.59 -0.73 1.58
C 5.04 2.89 -0.97
C -3.08 -2.49 1.09
C 0.77 -0.78 0.29
C -3.69 -3.98 -2.62
C -3.75 -1.67 -5.35
C -0.89 -0.09 4.17
C 2.66 2.61 -4.73
C -0.64 1.96 -1.15
C 0.74 -2.12 -0.44
C 5.31 1.11 3.47
C -0.10 -2.05 -1.71
C -6.37 -5.75 3.33
C -0.99 3.45 -1.18
C 3.28 4.40 3.06
H 3.28 -0.76 -0.57
H 5.23 2.71 1.03
H 5.34 -0.53 4.78
H -3.58 -0.69 1.90
H -0.39 3.97 -1.93
H -0.21 -3.07 -2.08
H -4.27 -5.11 -4.19
H -1.10 -1.68 -1.48
H 2.52 2.63 -2.71
H 1.16 -0.02 -0.40
H 1.73 -2.50 -0.68
H 6.08 2.89 4.05
H -7.45 -7.54 3.32
H -2.04 3.59 -1.43
H -4.71 -1.96 2.30
H -3.02 -2.03 -3.01
H 4.88 3.31 -2.93
H -3.93 7.47 -1.61
H 3.03 -2.81 2.62
H -4.36 -4.11 1.35
H -0.26 -0.53 0.56
H 0.20 -2.82 0.20
H -6.88 -4.33 4.70
H 5.60 4.62 -2.03
H 4.67 -0.60 0.50
H 1.96 4.40 1.45
H 1.11 -1.36 2.33
H 2.43 2.36 -6.73
H -2.94 -4.38 0.40
H 4.58 -0.76 3.23
H 5.95 4.20 0.42
H -7.86 -5.75 4.80
H -2.66 7.05 -0.52
H -5.76 -1.50 -5.06
H 0.23 -0.26 5.94
H -2.05 6.64 -4.49
H 1.06 2.10 -3.48
H -4.90 -0.04 -4.72
H 1.60 0.32 1.92
H 2.96 -6.29 3.21
H 1.30 4.73 3.67
H 3.63 4.12 1.08
H -0.76 3.90 -0.22
H -3.77 -3.50 -4.65
H 0.44 1.19 5.02
H 2.90 -5.05 2.00
H -6.18 -7.38 2.15
H -2.62 0.00 -4.92
H 1.01 1.94 -5.82
H -1.73 -1.39 -5.42
H -3.58 7.23 -3.93
H 3.16 -2.41 4.30
H 2.50 4.70 4.92
H 3.42 0.64 0.55
H -2.10 -1.64 3.66
H -1.18 1.43 -0.38
H -1.26 -1.90 5.16
H 6.21 1.65 5.27
H 0.43 1.88 -0.93
H -2.99 -2.55 -1.36
*
```

- Gap between HOMO and LUMO: 0.2815 hartree

Atomic partial charges in e from the Mulliken method, atoms 1 to 2: number 1, S, carries 1.6403; number 2, S, carries 1.3179